1.
The following is a DFT calculation (wB97M-V/def2-TZVPD) of a cluster of 2 separate species, C4H11NO in total at a distorted geometry.

Structure (XYZ):
```
17
Properties=species:S:1:pos:R:3:lowdin_charge:R:1
C -0.52816 1.55133 0.78996 -0.25
H 1.79298 -1.05474 -1.35693 0.10
H 2.03863 -2.49058 0.60172 0.07
H 0.41694 1.77095 -1.21060 0.08
H 0.49461 -2.18438 -1.47975 0.10
H 1.39634 -0.92015 1.17982 0.06
H -2.39111 0.85403 1.31469 0.14
O -0.05052 -0.33177 -0.91809 -0.33
H -2.31315 1.38428 -0.26683 0.14
C 0.43784 1.37955 -0.19227 -0.07
N -1.82433 0.87938 0.47808 0.11
C 1.17840 -1.81248 0.59720 -0.09
H -0.47197 1.93077 1.79380 0.06
C 0.88119 -1.38164 -0.83600 -0.38
H -1.50242 -0.03410 0.07288 0.12
H 1.42311 1.04658 0.14075 0.09
H 0.37587 -2.43848 0.99336 0.07
```

Calculated values
* Kohn-Sham gap: 7.15 eV
* energy relative to the best compared isomer or geometry (same formula, charge and spin): 116.1 kcal/mol
* molecular weight: 89.14 g/mol
* total energy: -288.83202 Ha


2.
The following is a DFT calculation (wB97M-V/def2-TZVPD) of the molecule C4H11NO at a distorted geometry.

Structure (XYZ):
```
17
Properties=species:S:1:pos:R:3:lowdin_charge:R:1
O -2.54648 -0.17266 -1.02686 -0.04
N 2.34959 0.12534 1.40453 0.00
H 3.19175 0.70502 1.31930 0.06
H 0.56117 -1.61076 0.77507 0.11
C 0.54484 -0.82364 0.00377 -0.19
H -0.85329 0.67999 -1.53326 0.10
H -1.40532 -0.50463 0.87960 0.09
H 1.77909 0.81876 -0.60955 0.07
H -3.10924 0.11048 -1.75265 0.10
C 1.83488 -0.03489 -0.02692 -0.26
C -1.50156 0.63294 -0.69846 -0.34
H 0.35298 -1.28538 -0.93011 0.09
H -0.39964 0.91867 1.06311 0.12
H 1.76617 0.64099 1.99885 0.02
H 2.64874 -0.67698 -0.51865 0.13
H -1.84188 1.61241 -0.43433 0.11
C -0.67247 0.07480 0.40924 -0.17
```

Calculated values
* Kohn-Sham gap: 10.47 eV
* energy relative to the best compared isomer or geometry (same formula, charge and spin): 38.6 kcal/mol
* molecular weight: 89.14 g/mol
* total energy: -288.95550 Ha
* structure (SMILES): NCCCCO


Which of these has the lowest Kohn-Sham gap?
number 1


Which formula does entry 2 have?
C4H11NO